[1]
Formula: C48H53N3OP2S2Si2Tc
Source: the OMol25 dataset
Level of theory: the ωB97M-V functional and the def2-TZVPD basis

Geometry as XYZ:
```
112
Properties=species:S:1:pos:R:3:mulliken_charge:R:1
Tc 0.4851 0.3254 -0.8286 -1.9110
N -2.0218 0.5599 -2.5571 0.8092
P -2.0302 0.6436 -0.8689 0.2829
C -3.2471 1.8894 -0.4114 0.6870
C -3.4511 2.9990 -1.2317 -0.3742
C -4.3086 4.0115 -0.8277 -0.7330
C -4.9504 3.9330 0.4003 -0.6292
C -4.7387 2.8387 1.2284 -0.6989
C -3.8914 1.8171 0.8256 -0.8106
C -2.6737 -0.9201 -0.1839 -0.3414
C -3.8770 -1.4115 -0.4967 0.0993
C -4.2641 -2.7937 -0.1834 -1.0385
C -3.4390 -3.6410 0.4321 -1.0608
C -2.0740 -3.2429 0.8923 0.6292
C -1.6613 -1.8008 0.4826 0.7493
P -0.4011 0.1878 -2.9853 0.6526
C -0.4710 -1.4122 -3.8369 0.5929
C -1.5106 -1.7100 -4.7171 -0.7783
C -1.5372 -2.9239 -5.3845 -0.8584
C -0.5145 -3.8445 -5.1932 -0.6391
C 0.5306 -3.5519 -4.3295 -1.0533
C 0.5489 -2.3415 -3.6502 0.2141
C -0.0496 1.3466 -4.3388 1.1242
C 1.1884 1.3256 -4.9774 -0.1089
C 1.4377 2.1650 -6.0493 -0.8574
C 0.4537 3.0369 -6.4972 -0.6280
C -0.7816 3.0637 -5.8711 -0.7268
C -1.0342 2.2203 -4.7975 -0.7069
H -2.8406 0.3332 -3.1110 0.4476
H -2.9392 3.0719 -2.1830 0.3402
H -4.4766 4.8627 -1.4736 0.4703
H -5.6237 4.7215 0.7083 0.4389
H -5.2527 2.7703 2.1782 0.4932
H -3.7624 0.9466 1.4594 0.4078
H -4.6011 -0.8007 -1.0272 0.5343
H -5.2584 -3.1132 -0.4654 0.4605
H -3.7830 -4.6422 0.6689 0.4660
H -1.9795 -3.4394 1.9631 0.6144
H -1.1625 -1.2915 1.3124 -1.1609
H -2.2990 -0.9917 -4.9129 0.3950
H -2.3466 -3.1466 -6.0665 0.4725
H -0.5293 -4.7861 -5.7255 0.4427
H 1.3334 -4.2629 -4.1856 0.5260
H 1.3556 -2.1288 -2.9596 0.1307
H 1.9685 0.6521 -4.6497 0.5322
H 2.4018 2.1386 -6.5392 0.4682
H 0.6520 3.6915 -7.3350 0.4128
H -1.5519 3.7389 -6.2188 0.4479
H -2.0006 2.2589 -4.3136 0.2033
C 3.5897 -0.2963 -2.6852 -1.5677
Si 2.7517 0.9084 -1.4920 1.6756
C 2.5602 2.6601 -2.2030 -1.2212
C 4.0757 1.1092 -0.1320 0.8233
C 5.3400 1.4087 -0.6643 -0.7025
C 6.4701 1.5632 0.1183 -0.9261
C 6.3771 1.4072 1.4919 -0.8527
C 5.1429 1.1320 2.0478 -1.1794
C 3.9817 0.9945 1.2628 0.6231
Si 2.6051 0.7149 2.4661 1.5861
C 2.7623 -0.9514 3.2931 -1.3820
C 2.5066 2.1649 3.6270 -1.3968
H 4.4332 0.1687 -3.2012 0.6225
H 2.9281 -0.6976 -3.4499 0.3644
H 3.9913 -1.1446 -2.1247 0.3536
H 3.2951 2.8321 -2.9939 0.3781
H 2.7500 3.3980 -1.4207 0.3905
H 1.5819 2.8670 -2.6424 0.3425
H 5.4536 1.5266 -1.7357 0.2955
H 7.4209 1.7953 -0.3429 0.4422
H 7.2513 1.5069 2.1206 0.4492
H 5.0996 1.0239 3.1293 0.2332
H 2.8617 -0.8573 4.3764 0.6057
H 3.6610 -1.4485 2.9243 0.4722
H 1.9180 -1.6143 3.0946 0.2267
H 3.3731 2.1166 4.2907 0.4289
H 1.6272 2.1932 4.2670 0.4403
H 2.5934 3.1021 3.0744 0.3350
C -2.0567 0.8473 7.7894 -1.5502
C -1.6241 0.9527 6.3577 0.9128
C -2.0627 2.0008 5.5503 -1.0408
C -1.6389 2.1277 4.2369 -1.0701
C -0.7459 1.1879 3.7317 0.0432
C -0.3262 0.1084 4.4947 0.0943
C -0.7598 0.0084 5.8053 -1.0857
S -0.4206 1.2689 1.9909 1.8828
C -0.1928 3.0161 1.6851 -1.6188
O 0.9973 0.6406 1.6364 -0.0235
H -2.9473 1.4423 7.9806 0.3930
H -1.2652 1.2081 8.4488 0.3134
H -2.2655 -0.1861 8.0629 0.3906
H -2.7440 2.7376 5.9559 0.4004
H -2.0057 2.9524 3.6392 0.4179
H 0.3279 -0.6472 4.0887 0.3405
H -0.4216 -0.8229 6.4112 0.4737
H 0.3389 3.4875 2.5067 0.5135
H -1.1826 3.4474 1.5356 0.5676
H 0.3635 3.0767 0.7488 0.3887
N -0.9627 -6.2659 1.4337 -0.1988
C 0.1765 -5.5929 1.6995 -0.0514
S 1.2921 -6.0786 2.7790 -0.3279
C 0.2999 -4.2907 0.9238 -0.0746
C -0.8418 -3.7999 0.0920 -0.9968
C -0.6192 -2.3818 -0.4827 0.1388
N 0.6798 -1.7114 -0.3765 1.1152
C 1.5985 -2.2957 0.3103 -0.5352
C 1.4404 -3.5790 0.9947 -1.1587
H -1.0867 -7.1665 1.8697 0.2401
H -1.5502 -6.0489 0.6482 0.2240
H -1.1035 -4.5287 -0.6799 1.3354
H -0.9444 -2.3165 -1.5175 -0.7333
H 2.5531 -1.7865 0.4118 0.6207
H 2.2769 -3.9476 1.5728 0.3701
```

The frontier orbital gap (spin up / spin down) is 6.7 / 6.8 eV. Its spin multiplicity is 2. As for the total energy: -4238.792438 hartree. The total charge is +2. The expectation value of S² is 0.76. As for the LUMO energy (spin up / spin down): -5.51 / -5.74 eV.


[2]
Formula: C48H54Br2HfN5O2S
Source: the OMol25 dataset
Level of theory: the ωB97M-V functional and the def2-TZVPD basis

Geometry as XYZ:
```
113
Properties=species:S:1:pos:R:3:mulliken_charge:R:1
Hf 0.1939 0.2637 0.0009 0.0149
C -4.6595 6.4664 0.0928 -2.2270
C -4.3458 5.3050 1.0364 1.9727
C -5.6089 4.4460 1.1937 -1.5671
C -3.9362 5.8710 2.4050 -1.2478
C -3.2030 4.4312 0.5227 -1.3247
C -2.8542 3.2889 1.1882 -0.7473
C -1.7900 2.4904 0.7035 0.7342
N -1.3233 1.3415 1.2527 0.3781
C -1.5017 0.8004 2.4610 0.7457
C -2.0948 1.4112 3.6032 -0.5768
C -2.2070 0.7151 4.7650 -1.4729
C -1.7440 -0.6483 4.7852 0.4477
C -1.1024 -1.3041 3.7598 -1.6275
C -0.9223 -0.5448 2.5852 1.6125
O -0.2317 -0.9769 1.5641 -0.9178
C -0.5910 -2.7396 3.8776 2.2099
C -1.2196 -3.6046 2.7749 -1.5065
C -0.9706 -3.3443 5.2306 -2.2534
C 0.9429 -2.7529 3.7660 -1.3711
C -2.7783 1.3780 6.0175 1.7973
C -2.9710 0.3888 7.1677 -2.2246
C -1.7986 2.4756 6.4642 -1.5613
C -4.1372 2.0095 5.6778 -1.2539
C -1.1270 2.8398 -0.5296 0.4204
O -0.1917 1.9869 -0.9490 -0.4813
C -1.4512 4.0140 -1.2157 -0.9805
C -2.4656 4.7681 -0.6464 0.3776
C -0.7445 4.4212 -2.5099 2.3980
C 0.7621 4.5795 -2.2527 -1.3039
C -1.2778 5.7553 -3.0336 -2.3171
C -0.9942 3.3543 -3.5872 -1.4062
H -5.4903 7.0404 0.5010 0.4418
H -4.9611 6.1209 -0.8982 0.4731
H -3.8198 7.1560 -0.0128 0.4234
H -6.4323 5.0709 1.5391 0.4716
H -5.4801 3.6498 1.9291 0.2743
H -5.9070 3.9949 0.2460 0.3730
H -4.7278 6.5135 2.7906 0.4755
H -3.0240 6.4660 2.3378 0.3551
H -3.7725 5.0744 3.1349 0.0865
H -3.4255 2.9640 2.0423 1.3405
H -2.4030 2.4425 3.5592 1.5201
H -1.8897 -1.1886 5.7086 0.7933
H -2.3074 -3.6184 2.8596 0.3676
H -0.8685 -4.6314 2.8799 0.4779
H -0.9532 -3.2644 1.7748 0.1692
H -2.0510 -3.3653 5.3849 0.4703
H -0.5047 -2.8161 6.0648 0.4446
H -0.6197 -4.3748 5.2667 0.4370
H 1.2922 -2.4057 2.7936 0.0709
H 1.3054 -3.7719 3.9044 0.5038
H 1.3955 -2.1352 4.5451 0.3350
H -2.0286 -0.0507 7.5006 0.4581
H -3.6665 -0.4137 6.9132 0.4336
H -3.3901 0.9179 8.0225 0.4462
H -0.8270 2.0571 6.7336 0.3576
H -2.1960 2.9846 7.3422 0.4584
H -1.6485 3.2250 5.6848 0.3078
H -4.8403 1.2665 5.2983 0.3589
H -4.0460 2.8097 4.9406 0.1072
H -4.5693 2.4507 6.5756 0.5046
H -2.7452 5.6815 -1.1491 0.7003
H 0.9520 5.3381 -1.4917 0.3516
H 1.2525 4.9051 -3.1706 0.4796
H 1.2271 3.6459 -1.9372 -0.0284
H -1.1166 6.5704 -2.3257 0.4581
H -2.3401 5.7089 -3.2804 0.4504
H -0.7462 6.0140 -3.9487 0.4359
H -0.6026 2.3785 -3.2977 0.0165
H -0.5005 3.6522 -4.5129 0.5062
H -2.0600 3.2533 -3.8001 0.3432
Br 5.7829 -0.2877 3.7879 -0.0218
C 4.3189 0.1650 2.7473 -0.1908
C 3.1755 0.7150 3.3242 -0.8679
C 2.0961 0.9853 2.5166 -0.1619
N 2.1002 0.7799 1.1862 0.2147
C 3.2359 0.3040 0.6256 0.7379
C 4.3468 -0.0364 1.3675 -0.9427
C 3.2235 0.2116 -0.8580 0.3850
C 4.3682 0.4181 -1.5970 -0.8787
C 4.2730 0.4100 -2.9890 -0.3041
Br 5.7802 0.6861 -4.0309 -0.0249
C 3.0270 0.2148 -3.5793 -0.7308
C 1.9318 0.0322 -2.7659 -0.1612
N 2.0143 0.0172 -1.4240 0.1155
H 3.1263 0.9149 4.3848 0.5455
H 1.1879 1.3969 2.9416 0.6347
H 5.2230 -0.4542 0.8931 0.6021
H 5.3155 0.6118 -1.1157 0.5780
H 2.9099 0.2182 -4.6533 0.5133
H 0.9471 -0.1077 -3.1947 0.2944
S -2.5795 -3.2729 -4.9788 -0.1441
C -1.8909 -2.5233 -3.5923 1.3510
C -0.6846 -2.8973 -2.9710 -0.6435
C -0.2755 -2.2078 -1.8622 -1.1259
N -0.9232 -1.1367 -1.3495 0.1915
C -2.0999 -0.7926 -1.9346 -0.4002
C -2.6064 -1.4491 -3.0194 -1.0868
C -1.3982 -4.5440 -5.3710 0.0271
C -1.4762 -5.7811 -4.7434 -0.0138
C -0.5470 -6.7478 -5.1033 -0.3629
N 0.3966 -6.5520 -6.0200 -0.5228
C 0.4340 -5.3747 -6.6316 -0.3815
C -0.4386 -4.3299 -6.3468 0.0034
H -0.0998 -3.7289 -3.3366 0.4036
H 0.6303 -2.5152 -1.3491 0.5660
H -2.6424 0.0393 -1.4986 0.4933
H -3.5553 -1.1372 -3.4346 0.4726
H -2.2445 -5.9966 -4.0130 0.4321
H -0.5710 -7.7256 -4.6370 0.3896
H 1.1953 -5.2526 -7.3933 0.3839
H -0.3718 -3.3932 -6.8830 0.4404
```

The frontier orbital gap is 4.9 eV. As for the energy above the lowest of the compared OMol25 structures with the same formula, charge and spin: 0.0000 eV. As for the total energy: -7879.310357 hartree. The total charge is +3. As for the LUMO energy: -10.62 eV.